Formula: C5H10FN2O
Source: OMol25
Level of theory: ωB97M-V with the def2-TZVPD basis set

Orbital gap (eV): 9.29
Maximum force (eV/A): 6.3
Total charge: +1

Last column: Löwdin charge in e.
Geometry (Å):
C -1.663 -0.897 2.460  -0.075
C -0.118 -1.767 1.938  -0.114
C -1.797 -0.107 1.356  -0.075
C 0.793 -2.820 2.468  0.033
C 0.307 2.433 -0.727  -0.039
N -0.841 -0.322 0.418  -0.015
N -0.063 1.160 -1.525  0.034
O 0.137 -1.298 0.827  0.068
F -2.236 -1.071 3.647  0.095
H -2.561 0.665 1.208  0.149
H 1.837 -2.422 2.527  0.124
H 0.896 -3.530 1.687  0.093
H 0.612 -3.095 3.437  0.065
H 1.219 2.329 -0.084  0.115
H 0.500 3.231 -1.466  0.093
H -0.596 2.733 -0.344  0.046
H -0.400 0.352 -0.738  0.063
H 0.794 0.816 -2.020  0.151
H -0.862 1.429 -2.220  0.188